Entry 1:
The following is a DFT calculation (ωB97M-V/def2-TZVPD) of 2 unconnected molecules or ions with the total composition C30H35Br2N4O6.

```
77
Properties=species:S:1:pos:R:3:forces:R:3:lowdin_charge:R:1
C -0.296 -1.930 5.325 0.484 0.078 0.415 0.0307
C -0.665 -1.157 4.113 0.227 -0.188 -0.224 -0.5401
O -1.352 -0.188 4.108 -0.714 0.792 0.104 0.1307
O -0.152 -1.647 2.942 0.049 -0.771 0.060 -0.0345
C -1.155 -2.014 1.980 -0.147 0.257 -0.373 -0.1666
C -0.552 -1.982 0.591 -0.097 0.418 0.101 -0.1559
C -0.200 -0.541 0.211 -0.160 -0.238 -0.101 -0.1991
C 0.247 -0.324 -1.238 0.174 0.025 0.241 -0.1471
C 1.763 -0.459 -1.541 -0.262 -0.132 -0.157 -0.1457
C 2.608 -0.923 -0.360 -0.074 0.178 -0.041 -0.1318
N 4.033 -1.039 -0.668 -0.036 -0.055 -0.149 -0.0127
C 4.951 0.037 -0.265 0.148 0.003 0.173 -0.1106
C 4.584 1.424 -0.798 -0.063 -0.152 0.117 -0.1497
C 3.577 2.248 0.014 0.135 0.039 -0.186 -0.1616
C 3.860 2.280 1.502 -0.201 -0.168 -0.190 -0.1948
O 3.026 3.241 2.144 0.367 0.040 -0.056 -0.0067
C 2.265 2.759 3.175 -0.192 -0.195 -0.196 -0.5205
C 1.294 1.664 2.819 0.272 -0.075 -0.302 0.0216
O 2.351 3.223 4.261 0.008 0.417 0.584 0.1656
C 4.498 -2.134 -1.228 0.054 -0.024 -0.121 -0.2995
N 5.799 -2.396 -1.502 -0.147 -0.238 -0.093 0.1545
C 5.810 -3.594 -2.045 -0.040 0.484 0.213 -0.8602
Br 7.334 -4.442 -2.600 0.041 -0.177 -0.085 0.9045
N 4.581 -4.123 -2.143 0.531 -0.236 -0.196 -0.5508
Br 4.085 -5.755 -2.801 -0.220 0.153 0.102 0.8995
N 3.729 -3.185 -1.616 -0.151 0.267 0.230 0.1323
H -0.395 -1.298 6.202 -0.094 0.017 0.031 0.0950
H 0.726 -2.296 5.265 0.024 -0.114 -0.083 0.0900
H -0.962 -2.784 5.436 -0.050 -0.088 -0.112 0.1005
H -1.977 -1.296 2.009 0.034 0.088 0.110 0.1161
H -1.570 -2.993 2.230 0.202 -0.118 0.064 0.1341
H 0.301 -2.660 0.528 0.000 -0.142 -0.030 0.1024
H -1.332 -2.313 -0.097 0.078 -0.263 -0.085 0.1263
H -1.121 0.021 0.348 0.082 -0.005 0.017 0.0809
H 0.500 -0.126 0.932 0.040 -0.024 0.000 0.0772
H -0.314 -1.008 -1.873 -0.055 -0.027 -0.093 0.1142
H -0.063 0.677 -1.532 -0.039 0.036 -0.100 0.1003
H 1.903 -1.157 -2.370 0.056 -0.022 -0.057 0.1068
H 2.132 0.495 -1.905 0.164 0.062 0.036 0.0987
H 2.533 -0.224 0.469 -0.005 -0.037 0.068 0.1118
H 2.238 -1.880 0.007 0.064 -0.100 0.178 0.1169
H 5.944 -0.226 -0.611 -0.016 -0.132 -0.123 0.1173
H 4.997 0.016 0.824 0.005 0.090 0.082 0.1272
H 5.520 1.976 -0.875 0.042 0.084 0.065 0.1228
H 4.217 1.309 -1.817 0.059 0.073 -0.141 0.1139
H 3.621 3.273 -0.353 -0.099 0.060 -0.020 0.1307
H 2.559 1.899 -0.162 -0.106 0.030 0.047 0.0963
H 4.901 2.546 1.693 0.059 0.105 0.052 0.1425
H 3.700 1.294 1.945 -0.012 -0.030 0.084 0.1091
H 0.351 1.850 3.321 -0.058 -0.067 0.079 0.0870
H 1.690 0.706 3.156 -0.094 -0.074 0.119 0.0959
H 1.150 1.610 1.742 -0.116 0.069 0.005 0.0653
H 2.730 -3.303 -1.582 -0.029 -0.176 -0.122 0.1598
C -6.458 0.664 -4.762 0.032 0.012 -0.009 -0.0491
C -5.289 1.256 -5.228 -0.023 -0.016 0.013 -0.0523
C -4.276 1.585 -4.344 -0.022 -0.002 -0.099 -0.0024
C -4.432 1.332 -2.987 -0.021 0.002 0.083 -0.0856
C -5.611 0.748 -2.517 0.075 0.045 0.044 -0.0817
C -6.619 0.410 -3.411 -0.050 -0.006 -0.086 0.0026
C -5.817 0.486 -1.064 -0.086 -0.065 0.016 -0.2770
O -6.828 -0.041 -0.657 0.017 0.008 -0.005 0.1156
C -4.731 0.892 -0.123 0.028 -0.013 -0.034 -0.0769
C -4.907 0.693 1.242 0.041 -0.036 0.074 0.0094
C -3.902 1.044 2.128 0.019 0.012 -0.039 -0.0465
C -2.721 1.603 1.654 -0.022 0.070 0.049 -0.0654
C -2.546 1.812 0.297 -0.053 0.161 0.123 -0.0339
C -3.545 1.453 -0.598 -0.071 0.040 -0.060 -0.0821
C -3.325 1.680 -2.054 0.044 -0.023 -0.046 -0.2750
O -2.268 2.118 -2.463 0.041 -0.038 0.002 0.0915
H -7.246 0.403 -5.456 -0.007 0.004 -0.007 0.1108
H -5.171 1.461 -6.284 -0.002 -0.003 -0.010 0.1096
H -3.363 2.044 -4.696 0.035 0.007 0.057 0.1197
H -7.525 -0.047 -3.038 0.010 0.006 0.070 0.1229
H -5.831 0.259 1.597 -0.039 -0.007 -0.065 0.1234
H -4.032 0.881 3.190 0.018 0.005 0.014 0.1136
H -1.931 1.864 2.346 -0.045 -0.011 0.037 0.0983
H -1.631 2.249 -0.082 -0.040 0.051 -0.064 0.1200
```
Positions in Å, forces in eV/Å.

The total charge is +1. The total energy comes out at -6982.41043 Eh. The calculation puts the LUMO energy at -4.1263 eV.


Entry 2:
The following is a DFT calculation (ωB97M-V/def2-TZVPD) of 2 unconnected molecules or ions with the total composition C22H23N2O.

```
48
Properties=species:S:1:pos:R:3:forces:R:3:lowdin_charge:R:1
C -2.417 -5.743 -1.452 0.114 0.151 0.234 -0.0419
O -1.655 -5.232 -0.334 0.071 0.976 -0.221 -0.0637
C -1.287 -3.924 -0.344 0.006 -0.255 -0.271 -0.2361
C -0.463 -3.486 0.722 -0.235 -0.259 -0.233 0.0288
C 0.029 -2.199 0.739 -0.228 -0.051 -0.097 -0.0241
C -0.306 -1.268 -0.278 -0.080 -0.192 0.130 -0.1595
C 0.275 0.061 -0.303 -0.308 -0.312 -0.058 -0.0501
C -0.242 1.136 -1.136 0.513 1.100 -0.817 -0.1319
C 0.832 2.037 -1.426 -1.220 -0.127 -0.466 -0.0991
C 0.673 3.085 -2.325 -0.014 -0.284 0.370 0.0079
C -0.579 3.272 -2.921 -0.199 -0.324 0.199 -0.0421
C -1.652 2.419 -2.605 0.161 0.143 0.019 -0.0533
C -1.493 1.346 -1.715 0.085 0.296 0.083 -0.0266
C 2.025 1.548 -0.760 0.633 -0.940 0.652 -0.1016
C 1.689 0.331 -0.075 1.057 1.006 -0.482 -0.1148
C 2.704 -0.425 0.504 0.012 0.312 0.078 -0.0046
C 4.017 0.065 0.469 0.103 0.260 -0.119 -0.0537
C 4.336 1.260 -0.198 -0.280 -0.282 0.187 -0.0433
C 3.333 2.004 -0.835 -0.354 -0.172 0.167 0.0058
C -1.140 -1.725 -1.331 -0.127 0.201 0.347 0.0096
C -1.635 -3.016 -1.370 0.145 -0.371 0.317 0.0145
H -2.572 -6.795 -1.208 -0.032 0.222 -0.145 0.1001
H -3.383 -5.224 -1.538 0.265 -0.184 0.067 0.0998
H -1.853 -5.648 -2.392 -0.112 -0.024 0.316 0.1031
H -0.217 -4.198 1.506 -0.035 0.158 -0.176 0.1318
H 0.679 -1.906 1.563 -0.242 -0.112 -0.195 0.1021
H 1.530 3.720 -2.550 -0.333 -0.039 -0.077 0.1200
H -0.717 4.080 -3.641 -0.026 -0.252 0.238 0.1155
H -2.626 2.592 -3.065 0.319 -0.060 0.130 0.1120
H -2.334 0.697 -1.471 0.128 0.245 -0.146 0.1152
H 2.482 -1.377 0.978 0.274 0.146 -0.092 0.0998
H 4.809 -0.498 0.966 -0.223 0.135 -0.223 0.1119
H 5.369 1.605 -0.239 -0.291 -0.154 0.060 0.1148
H 3.546 2.918 -1.390 0.136 -0.277 0.178 0.1202
H -1.391 -1.054 -2.147 0.157 -0.191 0.146 0.1119
H -2.273 -3.332 -2.197 0.295 0.143 0.256 0.1154
C 0.352 1.947 3.685 -0.226 0.233 0.143 -0.0451
N -0.491 1.951 2.502 0.516 1.471 0.270 -0.3014
C -1.714 2.726 2.586 0.069 0.203 0.322 -0.0478
N -0.529 0.823 1.771 0.040 -1.712 -1.453 0.1075
H 0.659 2.987 3.869 0.083 -0.412 -0.017 0.0977
H -0.192 1.600 4.585 0.118 -0.061 -0.268 0.0961
H 1.241 1.324 3.532 -0.188 0.236 -0.038 0.0900
H -1.421 3.774 2.754 -0.267 -0.315 -0.194 0.0985
H -2.289 2.648 1.656 0.218 0.091 0.198 0.0894
H -2.346 2.419 3.441 0.104 -0.067 -0.263 0.0960
H -1.414 0.616 1.316 0.137 -0.330 0.692 0.1242
H 0.053 0.060 2.103 -0.738 0.032 0.252 0.1012
```
Positions in Å, forces in eV/Å.

The total charge is +1. The total energy comes out at -1036.56830 Eh. For the relative energy (zero: lowest compared OMol25 entry of this formula, charge and spin), the calculation gives 3.252 eV. The calculation puts the LUMO energy at -4.8024 eV.


Entry 3:
The following is a DFT calculation (ωB97M-V/def2-TZVPD) of a molecular structure, C4H9NO.

```
15
Properties=species:S:1:pos:R:3:forces:R:3:lowdin_charge:R:1
C -1.539 0.584 0.297 0.009 0.009 0.036 -0.0546
C -0.789 -0.191 -0.762 -0.318 0.108 -0.041 -0.3009
N 0.493 0.336 -1.229 0.078 -0.061 -0.202 -0.0580
C 0.909 -0.890 -0.581 0.200 0.128 0.112 -0.0948
C 1.414 -0.567 0.818 0.008 -0.350 0.007 -0.2957
O 1.324 0.767 1.269 0.063 0.180 -0.186 -0.1034
H -2.384 -0.004 0.669 0.127 0.073 -0.056 0.0811
H -0.882 0.843 1.128 -0.167 -0.039 -0.107 0.0677
H -1.932 1.508 -0.142 0.055 -0.122 0.055 0.0839
H -1.407 -0.519 -1.602 0.117 -0.009 0.136 0.1398
H 0.551 0.226 -2.237 -0.011 0.031 0.151 0.1027
H -0.455 -1.295 -0.405 -0.060 -0.029 0.052 0.1268
H 2.473 -0.877 0.756 -0.153 0.042 -0.001 0.1121
H 0.950 -1.223 1.563 0.045 0.061 -0.119 0.1185
H 1.275 1.300 0.456 0.007 -0.024 0.162 0.0748
```
Positions in Å, forces in eV/Å.

The total charge is 0. The total energy comes out at -287.65174 Eh. For the relative energy (zero: lowest compared OMol25 entry of this formula, charge and spin), the calculation gives 4.917 eV. The calculation puts the LUMO energy at 0.9766 eV.


Among the records above, which one has the highest total energy?
C4H9NO


Which value of total charge does entry 1 give?
+1


Look up the total energy of the third one.
-287.65174 Eh


Which formula does entry 1 have?
C30H35Br2N4O6